Run A
This record from the OMol25 dataset describes a structure of composition C9H20Br3NOV. The level of theory is the ωB97M-V functional and the def2-TZVPD basis.

As for the gap between HOMO and LUMO (alpha / beta): 6.05 / 6.02 eV. The HOMO energy (alpha / beta) comes out at -7.21 / -7.18 eV. As for the charge: 0. As for the expectation value of S²: 0.79. Its spin multiplicity is 2. The calculation puts the molecular weight at 448.92 g/mol.

Last column: Löwdin charge in e.
Geometry (Å):
1 O -0.356 3.514 4.888  -0.515
2 V 0.548 4.755 5.276  0.163
3 C -0.611 1.773 1.684  -0.081
4 C -1.335 0.449 1.479  -0.245
5 C -1.220 -0.073 0.039  -0.195
6 C 0.123 -0.751 -0.180  -0.104
7 N 0.166 -1.674 -1.397  -0.254
8 C 1.573 -1.907 -1.926  -0.100
9 C 1.676 -1.152 -3.215  -0.151
10 C 0.283 -1.396 -3.812  -0.134
11 C -0.563 -1.061 -2.602  -0.104
12 C -0.513 -2.959 -1.047  0.014
13 H 0.433 1.658 1.347  0.072
14 H -0.508 2.072 2.722  0.060
15 H -0.960 2.488 0.936  0.083
16 H -2.394 0.508 1.736  0.114
17 H -0.947 -0.286 2.192  0.113
18 H -1.331 0.797 -0.610  0.114
19 H -2.033 -0.766 -0.178  0.109
20 H 0.344 -1.442 0.632  0.139
21 H 0.918 -0.025 -0.334  0.139
22 H 1.751 -2.976 -2.033  0.137
23 H 2.263 -1.635 -1.123  0.140
24 H 2.438 -1.601 -3.861  0.128
25 H 1.943 -0.097 -3.261  0.130
26 H 0.197 -2.424 -4.155  0.124
27 H 0.053 -0.646 -4.566  0.130
28 H -1.611 -1.355 -2.647  0.141
29 H -0.558 0.010 -2.403  0.127
30 H -1.426 -2.665 -0.536  0.099
31 H 0.084 -3.568 -0.371  0.116
32 H -0.779 -3.551 -1.918  0.114
33 Br 2.188 6.764 5.034  -0.208
34 Br -1.521 5.769 6.911  -0.247
35 Br 1.686 3.454 7.299  -0.170

---

Run B
This record from the OMol25 dataset describes a structure of composition C9H20Br3NOV. The level of theory is the ωB97M-V functional and the def2-TZVPD basis.

As for the gap between HOMO and LUMO (alpha / beta): 7.44 / 7.46 eV. The HOMO energy (alpha / beta) comes out at -7.96 / -7.98 eV. As for the charge: 0. As for the expectation value of S²: 0.78. Its spin multiplicity is 2. The calculation puts the molecular weight at 448.92 g/mol.

Last column: Löwdin charge in e.
Geometry (Å):
1 O 2.793 -0.231 -3.422  -0.522
2 V 4.120 0.219 -2.777  0.168
3 C -0.533 -2.042 -2.546  -0.105
4 C -0.677 -0.515 -2.525  -0.239
5 C -1.177 0.090 -1.209  -0.188
6 C -0.245 -0.287 -0.085  -0.139
7 N -0.858 -0.091 1.282  -0.259
8 C -1.301 1.317 1.507  -0.088
9 C -0.314 1.884 2.518  -0.143
10 C 0.087 0.685 3.392  -0.134
11 C 0.251 -0.361 2.305  -0.098
12 C -1.951 -1.088 1.520  0.025
13 H -1.298 -2.569 -1.975  0.072
14 H 0.465 -2.388 -2.260  0.071
15 H -0.578 -2.359 -3.590  0.077
16 H -1.406 -0.317 -3.316  0.112
17 H 0.209 0.020 -2.855  0.089
18 H -2.193 -0.284 -1.047  0.116
19 H -1.210 1.164 -1.397  0.116
20 H 0.667 0.308 -0.121  0.061
21 H -0.057 -1.356 -0.172  0.125
22 H -2.296 1.295 1.942  0.135
23 H -1.232 1.945 0.627  0.132
24 H -0.708 2.731 3.077  0.125
25 H 0.620 2.240 2.071  0.125
26 H -0.775 0.478 4.035  0.118
27 H 1.006 0.817 3.950  0.126
28 H 0.223 -1.426 2.518  0.137
29 H 1.202 -0.143 1.819  0.134
30 H -2.037 -1.253 2.590  0.109
31 H -1.719 -2.003 0.986  0.111
32 H -2.872 -0.643 1.157  0.103
33 Br 4.609 1.697 -4.960  -0.140
34 Br 6.515 0.527 -1.677  -0.236
35 Br 2.669 1.938 -1.360  -0.095

---

Which of them is most stable? Easy: run B.